Density functional theory data (ωB97M-V/def2-TZVPD) for 14 unconnected molecules or ions with the total composition C26H80N4O14.

Each line ends with the Löwdin charge.
Cartesian coordinates (Å):
C  -0.81500  9.95700  -7.93300  -0.149
O  -2.17400  9.71500  -8.00200  -0.097
H  -0.33000  9.40500  -7.10300  0.061
H  -0.62900  11.02600  -7.88000  0.086
H  -0.25100  9.56500  -8.79400  0.081
H  -2.46800  9.95300  -8.84300  0.012
C  1.26200  7.46800  -6.82000  -0.214
O  2.00800  8.56300  -7.20500  -0.129
H  0.52600  7.32100  -7.64400  0.078
H  0.65000  7.67000  -5.95200  0.035
H  1.91500  6.57400  -6.68800  0.094
H  2.81300  8.53500  -6.58500  0.128
C  -2.19600  8.81700  -11.08600  -0.168
O  -3.00200  9.92600  -10.77000  -0.137
H  -2.32500  8.02400  -10.36300  0.063
H  -1.24700  9.28900  -11.25900  0.091
H  -2.41500  8.51000  -12.09900  0.070
H  -3.97200  9.78200  -10.95800  0.115
C  -1.21300  -0.24400  -7.62100  -0.099
O  -1.41400  1.17100  -7.49000  -0.133
H  -0.20800  -0.41900  -7.27900  0.056
H  -1.24900  -0.50400  -8.66200  0.079
H  -1.88700  -0.69800  -6.82700  0.114
H  -2.28300  1.42800  -7.57200  -0.025
C  1.11700  5.02500  -3.96500  -0.190
O  1.73900  5.85600  -3.04600  -0.134
H  0.84500  5.56200  -4.87200  0.063
H  0.16700  4.76300  -3.47000  0.063
H  1.64900  4.18200  -4.22900  0.049
H  2.60200  5.36800  -2.76000  0.144
C  -1.46800  5.07000  -7.45400  -0.139
O  -2.13200  6.10000  -8.17600  -0.154
H  -0.48800  5.40300  -7.37400  0.032
H  -1.43900  4.22700  -8.06300  0.059
H  -1.93700  4.93500  -6.54300  0.048
H  -2.21100  6.84200  -7.55000  0.046
C  -1.66000  7.13800  -4.44800  -0.490
O  -1.89100  7.58900  -5.81600  -0.144
N  -0.68700  7.60600  -3.72700  0.187
N  -2.39100  6.22600  -3.86600  0.191
H  0.10800  8.13200  -4.04200  0.118
H  -0.56400  7.14300  -2.85900  0.098
H  -3.07600  5.70200  -4.42900  0.065
H  -2.12100  5.73500  -3.01400  0.117
C  -4.68500  3.51000  -7.95800  -0.610
O  -3.67100  2.63300  -7.67800  -0.092
N  -4.63600  4.81700  -8.12200  0.185
N  -5.91400  3.06600  -7.97800  0.158
H  -3.68100  5.20700  -8.28800  0.093
H  -5.50500  5.31300  -8.20200  0.105
H  -5.98500  2.08200  -7.72800  0.129
H  -6.76300  3.70800  -8.11000  0.163
C  0.09900  1.85300  -2.77700  -0.008
C  -0.91900  1.48900  -3.90400  -0.618
C  -1.44100  2.83200  -4.50700  -0.022
O  -0.47500  0.81400  -4.78600  0.038
H  -0.33700  2.30300  -1.94400  0.054
H  0.82200  2.48000  -3.24000  0.040
H  0.51100  0.92300  -2.33100  0.096
H  -1.72700  0.94300  -3.42300  0.139
H  -0.91400  3.36300  -5.25300  0.060
H  -1.63700  3.65900  -3.83500  0.044
H  -2.27400  2.56000  -5.10800  0.066
H  -0.89000  1.07700  -5.62100  0.081
C  -4.55500  3.74700  -3.01200  -0.014
C  -4.84500  3.98500  -4.54500  -0.617
C  -6.29700  4.24700  -4.69300  -0.043
O  -4.29600  4.91300  -5.19500  -0.046
H  -4.85600  4.62900  -2.45800  0.071
H  -3.53400  3.43100  -2.69800  0.062
H  -5.26800  2.90500  -2.68200  0.108
H  -4.61500  3.10300  -5.07200  0.111
H  -6.48200  4.57900  -5.70500  0.064
H  -6.64100  5.02600  -4.06800  0.076
H  -6.81200  3.31200  -4.36300  0.108
H  -4.76900  4.97200  -6.04900  0.079
C  -6.63600  8.16000  -6.44100  -0.015
C  -5.17700  8.03300  -6.93600  -0.571
C  -5.09900  8.06800  -8.48000  -0.031
O  -4.44600  9.01100  -6.56800  -0.004
H  -6.77300  7.44700  -5.62100  0.060
H  -7.43700  7.92300  -7.12200  0.063
H  -6.87800  9.12800  -6.01100  0.080
H  -4.75600  7.19500  -6.43400  0.103
H  -4.11200  7.73200  -8.82600  0.059
H  -5.34500  9.04400  -8.92200  0.107
H  -5.76000  7.40600  -8.85600  0.013
H  -3.54900  8.83400  -6.85300  0.048
C  -0.82400  5.93300  -12.00100  -0.016
C  0.58100  5.95300  -11.34900  -0.553
C  0.76500  5.02300  -10.09800  -0.034
O  1.61800  5.58800  -11.97300  0.005
H  -0.98100  6.79500  -12.58000  0.043
H  -1.67500  6.04700  -11.28800  0.058
H  -0.94700  5.08100  -12.64900  0.080
H  0.77300  6.96900  -11.02900  0.128
H  0.08400  4.15100  -10.18200  0.087
H  0.33500  5.57700  -9.23200  0.051
H  1.76700  4.67000  -9.82300  0.067
H  2.36900  6.04300  -11.63600  0.107
C  -3.57800  3.99300  -11.07700  -0.022
C  -4.77300  4.82500  -11.42500  -0.701
C  -4.43000  6.21400  -11.46800  -0.065
O  -5.36300  4.50800  -12.47600  0.063
H  -2.94500  4.01100  -11.93800  0.074
H  -3.90700  3.01000  -11.00100  0.064
H  -2.92700  4.22900  -10.20400  0.091
H  -5.46100  4.78900  -10.60100  0.119
H  -3.87500  6.37300  -10.53900  0.056
H  -5.14700  6.97200  -11.47500  0.069
H  -3.74200  6.54900  -12.31200  0.115
H  -5.59000  3.55700  -12.46800  0.141
C  1.64100  2.89600  -7.78200  -0.045
C  2.04900  1.74800  -6.92600  -0.680
C  3.45500  1.26700  -7.25700  -0.041
O  2.10200  1.92400  -5.70300  0.024
H  0.66200  3.24100  -7.43100  0.061
H  1.64200  2.58500  -8.83200  0.087
H  2.23300  3.86800  -7.68700  0.103
H  1.40700  0.93600  -7.21000  0.117
H  3.60400  0.99500  -8.30800  0.079
H  3.66800  0.36100  -6.64300  0.093
H  4.21700  1.94900  -6.98100  0.063
H  1.26800  1.56900  -5.32300  0.101

**E_tot**: -62873.7011 eV
**Gap between HOMO and LUMO**: 9.02 eV
**Energy relative to the best compared isomer or geometry (same formula, charge and spin)**: 1242.2 kJ/mol
**F_max**: 13.90 eV/Å
**HOMO energy**: -8.88 eV
**LUMO level**: 0.1 eV

Density functional theory data (ωB97M-V/def2-TZVPD) for a molecular structure, C9H17F2N3O6S2.

Each line ends with the natural charge from an NBO analysis.
Cartesian coordinates (Å):
C  4.37530  -0.40881  0.98815  -0.640
C  4.21781  0.06698  -0.44175  0.075
O  4.87627  -0.87139  -1.27890  -0.708
C  2.74742  0.05523  -0.87247  -0.100
O  2.21296  -1.27002  -0.63866  -0.439
C  0.98543  -1.36170  -0.32060  0.743
N  0.39364  -2.48439  -0.57663  -0.491
C  -0.99316  -2.48182  -0.09620  -0.235
C  -0.82477  -1.50323  1.04306  -0.362
C  0.08124  -0.40466  0.35897  -0.350
C  0.61099  0.49009  1.49915  -0.484
C  0.46311  1.94904  1.05868  0.088
N  -0.67548  2.36359  0.80361  -0.540
H  3.80653  0.18194  1.69462  0.215
H  5.41227  -0.34775  1.27156  0.237
H  4.06839  -1.44055  1.07571  0.202
H  4.64633  1.04677  -0.57526  0.205
H  4.87296  -1.73328  -0.84843  0.470
H  2.73326  0.28293  -1.92483  0.222
H  2.22551  0.82533  -0.32182  0.205
H  0.86613  -3.25298  -1.02831  0.435
H  -1.15984  -3.45537  0.34877  0.217
H  -1.76594  -2.30176  -0.82524  0.245
H  -1.71698  -1.14272  1.52700  0.282
H  -0.22198  -2.00539  1.79137  0.193
H  -0.65435  0.09138  -0.26037  0.308
H  1.65037  0.30197  1.72965  0.209
H  0.01531  0.34731  2.37834  0.248
H  1.32780  2.59513  0.95850  0.167
H  -1.36049  1.61555  0.93293  0.357
N  -4.90887  0.69544  -0.94677  -1.217
S  -5.70807  1.63946  -1.95158  2.508
O  -4.91155  2.26037  -2.95689  -0.928
O  -6.76395  2.39709  -1.37352  -0.916
F  -6.46820  0.49231  -2.74637  -0.503
S  -3.94575  1.46352  0.01147  2.524
O  -3.01567  0.56514  0.66534  -1.027
O  -4.50770  2.48378  0.82426  -0.913
F  -2.98631  2.25546  -0.97650  -0.504

**E_tot**: -53466.4239 eV
**Gap between HOMO and LUMO**: 8.02 eV
**F_max**: 3.17 eV/Å
**HOMO energy**: -8.98 eV
**LUMO level**: -1.0 eV